Density functional theory data (wB97M-V/def2-TZVPD) for a molecular structure, C40H100F2N6O9S2 in a non-equilibrium geometry.

```
159
Properties=species:S:1:pos:R:3:forces:R:3:mulliken_charge:R:1
C -2.4485 3.9584 -3.1241 -0.878 0.924 -0.669 -1.180
C -1.0933 3.5109 -3.5360 0.372 -0.172 -1.914 -0.237
N -0.2648 4.4556 -4.4937 -1.282 -1.944 -1.009 0.735
C 0.9551 3.6223 -4.9222 0.026 1.694 -0.632 -0.705
C -1.1491 4.8256 -5.6804 -0.029 -0.113 -0.704 -0.644
C -1.7290 3.6055 -6.4582 1.709 1.731 -0.036 -1.404
C 0.1405 5.6621 -3.7509 0.134 1.748 -0.318 -0.511
C 0.6630 6.8662 -4.6185 -0.447 0.632 0.455 -0.918
O 1.8470 6.6425 -5.3358 0.092 -0.713 -0.304 -0.328
C 2.3579 7.8695 -5.9656 -0.510 -1.801 0.998 -0.764
H -2.4486 4.7510 -2.3803 -0.110 0.087 -0.048 0.362
H -3.0859 3.1543 -2.7954 0.359 -0.711 0.663 0.305
H -3.0470 4.2283 -4.0053 0.278 0.553 0.165 0.296
H -1.2074 2.5710 -4.0928 0.423 0.258 0.183 0.431
H -0.3966 3.4055 -2.7618 0.535 -0.520 1.308 0.147
H 0.7985 2.8811 -5.7254 -0.481 0.454 0.678 0.372
H 1.2633 3.1636 -4.0096 0.531 -0.436 0.345 0.091
H 1.6924 4.3637 -5.2939 -0.283 -0.521 0.346 0.293
H -0.5296 5.3283 -6.4221 0.210 0.335 0.434 0.556
H -1.9049 5.5394 -5.2861 0.434 -0.584 -0.439 0.521
H -1.9020 3.8945 -7.4877 -0.233 0.410 -0.107 0.442
H -2.6369 3.2916 -6.0548 -1.258 -1.099 0.704 0.345
H -0.9369 2.8766 -6.5639 -0.319 -0.624 0.304 0.328
H 0.8183 5.4323 -2.9301 0.257 -0.407 -0.282 0.325
H -0.7721 6.0222 -3.2549 0.198 0.070 -0.227 0.350
H 0.8218 7.7122 -3.8997 -0.253 -0.604 -0.283 0.455
H -0.1357 7.2087 -5.3219 0.341 -0.229 0.530 0.427
H 3.0213 7.5864 -6.7710 -0.203 -0.132 -0.297 0.266
H 2.9595 8.3053 -5.1928 0.069 1.045 0.218 0.303
H 1.4734 8.4004 -6.2790 0.195 0.782 -0.303 0.341
C -3.7527 4.1167 1.1617 0.007 1.343 1.436 -1.081
C -4.2725 2.8361 1.6597 -0.529 -1.038 0.241 -0.526
N -5.5215 2.3141 0.9220 1.143 -1.148 0.241 0.390
C -5.6734 0.8528 1.4094 0.958 0.480 -2.334 -0.977
C -6.7932 3.0238 1.2607 -0.068 1.398 -0.068 -0.551
C -6.8983 3.4172 2.7237 -0.069 -2.004 -0.409 -1.278
C -5.2262 2.2996 -0.5406 1.058 -0.511 -0.441 -0.049
C -6.4135 1.8721 -1.3276 0.186 -1.468 -2.372 -0.729
O -5.9679 1.9448 -2.7369 -0.823 -0.055 1.558 -0.264
C -7.0593 1.6885 -3.6141 -0.555 -1.587 -0.996 -0.743
H -4.4905 4.8914 0.9758 -0.291 0.089 0.237 0.400
H -3.1820 4.0121 0.2866 0.923 -0.208 -1.088 -0.023
H -3.0885 4.4434 1.9860 -0.100 0.224 -0.728 0.420
H -4.5677 2.8756 2.7036 0.070 0.038 0.003 0.726
H -3.4527 2.0965 1.5929 -0.683 0.014 -0.233 0.238
H -5.8151 0.9321 2.4362 -0.232 -0.184 1.754 0.560
H -4.7143 0.3124 1.1794 -1.138 0.484 0.135 0.263
H -6.5539 0.4225 0.9195 0.439 -0.040 0.221 0.407
H -7.6273 2.4157 0.9782 -0.274 -0.801 -0.074 0.527
H -6.9192 3.8996 0.6148 0.521 0.036 0.098 0.470
H -6.6945 2.4766 3.2989 -0.359 1.001 0.008 0.299
H -7.9564 3.6776 2.8718 0.677 0.480 0.394 0.410
H -6.1155 4.1263 2.9448 -0.500 0.641 0.480 0.341
H -4.3123 1.6552 -0.6416 -1.042 0.217 -0.155 -0.016
H -4.9406 3.2372 -1.0357 -0.058 0.345 1.126 0.125
H -7.2562 2.5180 -1.1973 -0.437 0.757 0.041 0.486
H -6.8008 0.8613 -1.0720 0.462 0.289 -0.443 0.367
H -6.7183 1.5887 -4.6774 0.213 0.194 1.094 0.242
H -7.8333 2.4746 -3.6429 0.278 -0.215 0.496 0.323
H -7.5127 0.6692 -3.3656 0.293 1.367 -0.214 0.290
C 3.3402 -5.4607 -6.6835 -0.148 -0.649 0.207 -1.272
C 3.2180 -5.6475 -5.1828 -1.029 -0.080 1.445 -0.028
N 2.8637 -7.0916 -4.7393 0.583 -0.415 0.565 0.131
C 1.4762 -7.5255 -5.0337 0.809 -0.768 -1.027 -1.098
C 3.7925 -7.9919 -5.4677 1.048 -0.832 -0.236 -0.677
C 3.8661 -9.4780 -5.0798 -2.749 -0.407 -1.183 -1.211
C 3.0741 -7.2055 -3.2518 1.487 -1.139 0.325 -0.607
C 2.0501 -6.7505 -2.2653 -1.787 2.029 0.597 -0.772
O 1.9206 -5.2929 -2.3045 0.473 -0.984 -0.753 -0.253
C 0.9824 -4.7847 -1.3769 1.386 -1.066 1.482 -0.778
H 3.4274 -4.3955 -6.8627 0.434 0.127 -0.104 0.420
H 2.3801 -5.7289 -7.1713 0.687 -0.156 0.101 0.355
H 4.2033 -6.0437 -7.0807 -0.753 0.853 -0.047 0.321
H 2.3121 -5.1638 -4.7805 0.709 0.641 -0.210 0.269
H 4.1126 -5.3552 -4.5368 -1.137 -0.351 -1.223 0.320
H 0.8692 -6.7760 -4.5751 -0.969 0.056 0.023 0.515
H 1.3213 -8.5878 -4.6723 0.059 1.505 -0.253 0.321
H 1.4614 -7.5193 -6.1316 -0.790 0.005 0.352 0.446
H 4.7965 -7.5930 -5.3461 0.065 0.291 0.129 0.458
H 3.5945 -7.9068 -6.5361 -0.379 0.092 0.271 0.557
H 3.0027 -9.8505 -4.4481 0.722 0.504 -0.817 0.308
H 4.7135 -9.6010 -4.4562 1.079 -0.808 -0.025 0.422
H 3.7645 -10.0501 -6.0826 0.881 0.499 2.046 0.287
H 4.0144 -6.6956 -3.0707 0.124 0.097 0.249 0.427
H 3.2757 -8.2761 -3.0421 -0.266 0.568 -0.166 0.416
H 2.3520 -7.0071 -1.2212 -0.009 -0.281 -0.851 0.457
H 1.0163 -7.1381 -2.4552 0.884 -0.199 0.233 0.387
H 0.8681 -3.7424 -1.5534 0.092 0.853 -0.109 0.296
H 1.3902 -4.9644 -0.3212 -0.769 0.318 -1.176 0.246
H 0.0274 -5.2564 -1.4986 -0.682 -0.416 0.064 0.337
C 3.8851 5.1979 3.4058 1.404 -1.743 -1.170 -1.278
C 4.2943 4.0405 2.3804 -0.257 0.294 1.134 0.154
N 5.3254 4.4452 1.2988 -0.041 1.683 -0.159 0.324
C 4.6803 5.5598 0.3862 0.323 -1.624 -0.840 -0.805
C 6.6875 5.0134 1.8148 0.684 -1.582 0.432 -0.558
C 7.4538 4.0364 2.7654 -1.330 -0.129 0.452 -1.015
C 5.6729 3.2738 0.4085 -2.644 0.100 -1.222 -0.791
C 4.4468 2.5042 -0.2842 1.380 2.546 -0.423 -0.623
O 3.9594 3.2607 -1.4178 0.258 -1.263 0.990 -0.267
C 3.3659 2.3664 -2.3586 -1.485 2.426 -0.290 -0.477
H 4.8255 5.4151 3.8774 0.300 0.498 0.627 0.367
H 3.2135 4.8148 4.1659 -0.121 -0.226 -0.134 0.407
H 3.4930 6.0984 2.9944 -0.422 0.468 -0.566 0.343
H 3.4362 3.6300 1.8306 0.304 0.377 0.259 -0.142
H 4.7207 3.2255 3.0326 -0.116 0.721 -1.030 0.358
H 3.7643 5.1110 -0.0580 0.475 0.425 0.636 0.244
H 5.3569 5.7297 -0.4893 -0.309 -0.084 1.004 0.371
H 4.4921 6.4811 0.9260 0.111 -0.194 0.247 0.396
H 6.6231 5.9425 2.3561 -0.938 0.356 0.052 0.455
H 7.3019 5.2424 0.9400 -0.363 -0.246 -0.153 0.483
H 7.6349 3.0049 2.3739 -0.229 0.961 0.282 0.255
H 6.8889 3.9958 3.7453 0.621 -0.264 -1.045 0.248
H 8.4120 4.4803 3.0174 0.130 0.076 -0.171 0.462
H 6.0890 2.4937 0.9655 1.021 -0.768 1.255 0.407
H 6.3753 3.6453 -0.3304 -0.025 -0.100 -0.148 0.412
H 3.6634 2.2789 0.4360 -0.082 -0.270 -0.175 0.286
H 4.9262 1.6452 -0.7180 0.085 -0.821 0.295 0.548
H 3.9411 1.5001 -2.5811 0.281 -1.031 0.346 0.458
H 3.3732 2.9573 -3.2583 0.097 0.156 -0.690 0.194
H 2.2713 2.2464 -2.1596 0.895 -0.715 0.336 -0.028
C -1.3578 -5.3597 10.8987 1.141 -0.582 -2.119 -1.246
C -1.6909 -4.4951 9.6418 -0.382 -0.670 1.704 -0.415
N -1.3432 -5.2030 8.3687 -1.258 -0.256 -1.290 0.005
C 0.0987 -5.6005 8.3099 -0.033 -0.747 0.944 -0.972
C -2.1362 -6.5303 8.1295 0.747 0.289 -0.238 -0.625
C -3.6344 -6.4867 8.2761 -1.103 0.882 -1.040 -1.336
C -1.6966 -4.1599 7.2918 -0.139 -1.010 -1.357 -0.743
C -1.7046 -4.6013 5.8044 1.325 -0.853 2.224 -0.815
O -0.3916 -4.8994 5.4142 -0.760 1.307 1.397 -0.290
C -0.3852 -5.3341 4.1202 0.448 -0.968 -1.767 -0.715
H -0.2758 -5.3846 11.0417 0.005 0.087 -0.033 0.381
H -1.6436 -6.4149 10.7815 -0.276 0.441 0.128 0.282
H -1.7370 -4.9841 11.7956 -0.992 0.744 1.187 0.440
H -1.1280 -3.5686 9.6587 0.329 0.036 -0.037 0.446
H -2.7464 -4.1632 9.6188 0.437 -0.599 -0.164 0.464
H 0.7310 -4.7457 8.4139 0.270 0.679 0.029 0.389
H 0.2823 -6.0810 7.3711 0.064 -0.068 -0.497 0.433
H 0.3480 -6.3206 9.1225 -0.470 0.604 -0.540 0.396
H -1.8089 -7.1737 8.9305 0.430 -0.289 0.040 0.560
H -1.7017 -6.9320 7.1880 -0.639 0.321 0.549 0.561
H -4.2451 -5.7289 7.7344 0.905 -0.304 -0.225 0.276
H -3.8607 -6.2518 9.2868 -0.262 -0.159 1.125 0.369
H -4.1208 -7.4385 8.0197 0.546 0.092 0.181 0.401
H -0.9952 -3.3554 7.4600 -0.111 0.385 -0.074 0.506
H -2.7399 -3.8882 7.3948 -0.027 0.377 0.915 0.438
H -2.1450 -3.8392 5.2016 -0.285 0.912 -0.400 0.529
H -2.3146 -5.4889 5.6958 -0.448 -0.355 -0.090 0.431
H -0.9014 -4.6393 3.3757 0.773 -0.612 0.910 0.268
H -0.9132 -6.3198 4.0948 0.460 0.447 -0.481 0.333
H 0.7013 -5.4389 3.9467 -0.705 -0.205 -0.838 0.248
N -0.9599 2.3496 0.6438 -0.893 -0.599 -1.244 -0.109
S 0.0253 3.5270 0.7261 0.598 0.191 0.977 0.763
O 1.4524 3.3496 0.8147 -0.474 -0.674 -1.378 -0.532
O -0.4857 4.3420 1.7464 -0.806 1.828 0.827 -0.656
F -0.2586 4.2754 -0.6820 0.514 0.004 0.261 -0.195
S -0.7624 1.0797 -0.2877 1.903 0.567 4.329 0.828
O 0.2442 0.3138 0.3787 -0.453 -1.225 -1.030 -0.612
O -0.6808 1.3124 -1.6635 -0.499 0.015 -2.191 -0.489
F -2.1720 0.4353 0.0371 0.118 -0.202 -0.506 -0.232
```
Positions in Å, forces in eV/Å.

The calculation puts the total energy at -97537.0429 eV. As for the charge: +4. The calculation puts the HOMO-LUMO gap at 0.37526 Eh. For the relative energy (zero: lowest compared OMol25 entry of this formula, charge and spin), the calculation gives 0.00 kcal per mole. The value obtained for the LUMO energy is -0.2232 Ha.